ORCA calculation (ωB97M-V with the def2-TZVPD basis set) on a cluster of 2 separate species, C3H2S3 in total in a non-equilibrium geometry.

Output
* frontier orbital gap: 8.53 eV

Structure (ORCA input):
```
! wB97M-V def2-TZVPD RIJCOSX def2/J DEFGRID3
* xyz 0 1
C -0.75126 1.12022 -0.08045
C 1.81040 -0.92692 -0.03666
C -1.45064 0.06169 0.14895
S 2.25112 -0.51339 1.39283
S 1.16912 -1.06853 -1.44283
S 0.30405 2.21426 -0.47700
H -1.52449 -0.60033 -0.59777
H -1.80830 -0.28700 1.09292
*
```

ORCA calculation (ωB97M-V with the def2-TZVPD basis set) on the molecule C3H2S3 in a non-equilibrium geometry.

Output
* frontier orbital gap: 6.63 eV
* SMILES string: S=CC(=S)C=S

Structure (ORCA input):
```
! wB97M-V def2-TZVPD RIJCOSX def2/J DEFGRID3
* xyz 0 1
S 1.44271 1.74939 -0.27412
C 0.17971 1.17496 0.50362
C -0.57029 -0.03402 -0.02502
S -2.20126 -0.00768 -0.05660
C 0.17788 -1.23265 -0.43367
S 1.62064 -1.55864 0.14360
H -0.30740 1.84439 1.23604
H -0.34199 -1.93574 -1.09385
*
```

ORCA calculation (ωB97M-V with the def2-TZVPD basis set) on a structure of composition C3H2S3 in a non-equilibrium geometry.

Output
* frontier orbital gap: 8.65 eV

Structure (ORCA input):
```
! wB97M-V def2-TZVPD RIJCOSX def2/J DEFGRID3
* xyz 0 1
C 1.14332 0.04110 0.03942
C -0.46581 -0.06907 -0.91921
C -1.22050 0.14480 0.58322
S 0.29631 0.23261 1.57423
S -1.47952 -1.45016 -0.24963
S -1.53681 1.29904 -0.76467
H 1.36213 -1.05354 -0.03871
H 1.90088 0.85521 -0.22465
*
```

ORCA calculation (ωB97M-V with the def2-TZVPD basis set) on a structure of composition C3H2S4 in a non-equilibrium geometry.

Output
* frontier orbital gap: 7.21 eV

Structure (ORCA input):
```
! wB97M-V def2-TZVPD RIJCOSX def2/J DEFGRID3
* xyz 0 1
C -0.84662 0.50844 -0.20235
C 0.37918 0.36089 0.65152
C 1.05254 -1.08921 0.67305
H 0.92589 0.60725 -1.91335
H 1.60907 -1.30451 1.80775
S -0.54124 0.76548 -2.11202
S -1.96730 -0.03410 0.77102
S 1.10092 1.54398 1.50821
S 1.02978 -2.14933 -0.58144
*
```

ORCA calculation (ωB97M-V with the def2-TZVPD basis set) on a cluster of 12 separate species, C3H30O12S2 in total in a non-equilibrium geometry.

Output
* frontier orbital gap (alpha / beta): 9.82 / 5.13 eV

Structure (ORCA input):
```
! wB97M-V def2-TZVPD RIJCOSX def2/J DEFGRID3
* xyz 1 2
C 2.37473 2.09520 -0.15895
C 1.90765 2.41639 1.24789
O 0.45737 2.73680 1.37439
C 3.20917 0.79338 -0.15615
S 2.96256 -0.41253 -1.47438
S 1.22025 -0.34769 -2.31106
H 3.00176 2.85982 -0.63823
H 1.52015 2.04624 -0.83857
H 1.82279 1.45183 1.79575
H 2.45904 3.24957 1.64966
H -0.00152 2.63797 0.52361
H 3.02156 0.18420 0.73188
H 4.28537 1.04386 -0.15856
H 1.52924 0.50620 -3.30825
H -1.22276 1.35867 2.41449
H -1.05131 1.02538 0.87515
O -1.48343 0.77336 1.69014
H -0.90600 -2.68865 -0.27419
H -1.12521 -4.00273 -0.77063
O -1.29014 -3.10545 -1.07636
H 1.71672 -0.80003 3.37332
H 2.02695 0.59139 4.14534
O 2.36386 -0.09755 3.58024
H -3.62694 -0.75795 -2.41105
H -2.49055 -1.78226 -1.88727
O -2.95606 -0.94664 -1.75230
H -0.56361 -0.36713 2.32516
H -0.67582 -1.55106 3.38770
O -0.05187 -1.07591 2.81205
H 0.27638 -2.32298 1.63858
H 1.06621 -2.05525 0.38418
O 0.68483 -2.79332 0.88281
H -2.39365 -2.48295 2.53270
H -3.61886 -2.03074 3.35083
O -2.65481 -2.02323 3.33422
H -3.24529 1.15388 0.57706
H -3.23165 0.60340 -0.83763
O -3.43027 1.42390 -0.34419
H -0.08807 2.74570 -4.55201
H 0.07370 3.05680 -3.00531
O 0.33453 2.45785 -3.73214
H -3.36212 -4.17643 1.02075
H -3.03745 -2.86212 0.22997
O -2.77625 -3.40285 0.97464
H -1.95605 3.73842 -1.36642
H -1.80746 2.17423 -1.79904
O -1.68705 3.08942 -2.01758
*
```

ORCA calculation (ωB97M-V with the def2-TZVPD basis set) on a cluster of 12 separate species, C3H31NO13 in total.

Output
* frontier orbital gap: 10.05 eV
* SMILES string: NC(CO)CO.O.O.O.O.O.O.O.O.O.O.O

Structure (ORCA input):
```
! wB97M-V def2-TZVPD RIJCOSX def2/J DEFGRID3
* xyz 0 1
N -1.76048 0.67839 -1.04633
C -0.86378 -0.16042 -0.24463
C 0.52694 0.45160 -0.02274
O 1.25219 0.35387 -1.24948
C -1.55773 -0.47578 1.08983
O -2.42601 -1.60410 0.97496
H -1.82703 1.61308 -0.65262
H -1.44325 0.75132 -2.00743
H -0.71669 -1.10549 -0.77308
H 1.08624 -0.13657 0.70870
H 0.48152 1.48723 0.30322
H 1.59289 1.24290 -1.52559
H -2.14274 0.39580 1.41005
H -0.84601 -0.75292 1.86210
H -3.15148 -1.37899 0.34469
O 2.70072 -2.00892 -0.74120
H 2.07686 -2.60552 -1.23152
H 2.38678 -1.09428 -0.93476
O -0.78551 -3.64678 0.30334
H -1.48555 -2.95834 0.48589
H -1.21963 -4.49670 0.47916
O -0.11040 -0.69026 -3.32355
H 0.38730 -0.24102 -2.60529
H 0.37071 -0.56190 -4.15938
O 1.78127 -2.51763 1.80418
H 0.93084 -2.93261 1.63317
H 2.20130 -2.32992 0.91547
O -0.87390 3.44391 1.18898
H -0.31652 2.89470 1.80485
H -1.28846 4.10225 1.73839
O 0.69805 -3.42112 -1.93818
H 0.26696 -2.71258 -2.45040
H 0.10613 -3.55937 -1.17025
O 2.14319 2.74442 -2.03909
H 1.55257 3.42595 -1.61904
H 3.02066 2.96216 -1.74467
O 0.61626 4.58473 -0.76617
H 0.09325 4.18032 -0.02926
H -0.03870 4.98717 -1.36235
O -4.08039 -0.87317 -0.91636
H -4.01424 -1.47809 -1.66918
H -3.35661 -0.21134 -1.05192
O 0.70366 2.11305 2.99289
H 0.75686 2.52125 3.87296
H 1.00281 1.17291 3.10792
O 1.58916 -0.41599 3.44774
H 2.35865 -0.55407 4.00894
H 1.62136 -1.18313 2.79704
*
```